Molecular formula: C17H19N5O2S
Method: DFT, ωB97M-V with the def2-TZVPD basis set

Positions of all 44 atoms, in Å:
C (-4.689333, -3.141828, -1.860671)
C (-3.995214, -2.015598, -1.159963)
C (-4.690777, -1.212594, -0.260562)
C (-4.052097, -0.181950, 0.405953)
C (-2.709489, 0.042810, 0.172371)
S (-1.905049, 1.373849, 1.046180)
O (-1.042315, 0.864805, 2.067364)
O (-2.887442, 2.349471, 1.413157)
N (-0.981608, 2.118591, -0.167695)
C (0.349773, 1.860242, -0.358913)
N (1.082554, 2.852991, -0.844139)
C (2.374852, 2.611435, -1.050325)
C (3.191591, 3.728174, -1.611825)
C (2.935119, 1.382796, -0.736696)
C (2.072671, 0.409016, -0.231487)
N (2.575704, -0.829784, 0.110382)
N (3.850255, -1.119895, -0.230604)
C (4.109455, -2.311359, 0.254248)
C (5.427763, -2.969620, 0.068733)
C (2.979874, -2.814857, 0.940556)
C (2.011166, -1.850125, 0.835292)
C (0.634351, -1.853031, 1.379325)
N (0.770964, 0.634955, -0.075211)
C (-1.997306, -0.735363, -0.717353)
C (-2.644852, -1.763524, -1.381060)
H (-5.709308, -2.866870, -2.118380)
H (-4.733761, -4.012158, -1.205746)
H (-4.158438, -3.425735, -2.765429)
H (-5.740382, -1.396478, -0.084933)
H (-4.575603, 0.458911, 1.097009)
H (-1.245634, 3.073784, -0.355975)
H (3.679047, 3.409986, -2.531152)
H (3.965490, 4.015062, -0.902375)
H (2.552924, 4.582520, -1.813328)
H (3.980046, 1.165171, -0.867122)
H (5.304227, -3.925817, -0.437665)
H (6.075949, -2.330017, -0.522998)
H (5.893008, -3.156570, 1.035625)
H (2.900585, -3.756474, 1.444874)
H (0.332911, -0.863996, 1.716037)
H (0.581351, -2.555117, 2.208309)
H (-0.075726, -2.171551, 0.616362)
H (-0.951663, -0.525098, -0.875115)
H (-2.096685, -2.377079, -2.081294)

Cartesian forces (eV/Å) of the 2 atoms listed first:
0.003 -0.035 0.044
0.005 0.083 0.042

## Properties
HOMO energy	-8.829	eV
F_max	0.0250	Eh/bohr
relative energy (zero: lowest compared OMol25 entry of this formula, charge and spin)	191.73	kJ/mol
SMILES	Cc1ccc(S(=O)(=O)Nc2nc(C)cc(-n3nc(C)cc3C)n2)cc1
charge	0

Molecular formula: C21H19N10O10Ru
Method: DFT, ωB97M-V with the def2-TZVPD basis set

Positions of all 61 atoms, in Å:
Ru (0.824656, -0.281593, -0.093086)
C (-4.826250, 1.983549, -3.300331)
O (-4.385153, 3.011859, -2.422927)
C (-3.257998, 2.795688, -1.720398)
C (-2.889618, 3.866363, -0.857503)
C (-1.769236, 3.738304, -0.110990)
C (-0.946194, 2.570120, -0.146260)
C (0.230417, 2.533426, 0.657234)
C (0.626459, 3.717051, 1.504941)
O (1.023461, 1.558036, 0.723581)
C (-1.338663, 1.499122, -1.006883)
O (-0.706786, 0.382478, -1.145575)
C (-2.507937, 1.654806, -1.798070)
H (-5.730711, 2.358381, -3.768563)
H (-5.049009, 1.071050, -2.744573)
H (-4.074137, 1.775730, -4.063511)
H (-3.514070, 4.746564, -0.816376)
H (-1.497495, 4.551943, 0.545905)
H (0.659301, 4.635886, 0.920950)
H (1.603530, 3.522145, 1.938233)
H (-0.092875, 3.860498, 2.312520)
H (-2.770923, 0.824566, -2.435082)
O (-0.046220, -4.161746, -1.019239)
C (-0.080914, -3.108909, -0.419214)
O (0.678091, -2.100791, -0.807734)
C (-0.934280, -2.975417, 0.811249)
C (-1.672646, -4.102085, 1.161765)
C (-2.444451, -4.126028, 2.300788)
C (-2.503940, -3.038405, 3.164315)
C (-1.778581, -1.941943, 2.809822)
C (-0.994382, -1.830474, 1.638551)
O (-0.383631, -0.704491, 1.463656)
N (-1.738306, -0.769767, 3.702477)
O (-0.748845, -0.646574, 4.401355)
O (-2.668211, 0.003705, 3.669974)
N (-3.208368, -5.330053, 2.638946)
O (-3.875710, -5.304773, 3.657089)
O (-3.137051, -6.279644, 1.885517)
H (-1.618631, -4.968329, 0.518144)
H (-3.094334, -3.074790, 4.068310)
N (5.563620, -1.867217, 1.819109)
N (4.218920, -1.530022, 1.805908)
N (3.515795, -1.458418, 2.913216)
C (2.343436, -1.045434, 2.446361)
N (2.394199, -0.880988, 1.117753)
N (3.616592, -1.194029, 0.721393)
H (5.695983, -2.481108, 2.614997)
H (5.758998, -2.348573, 0.948377)
H (1.460579, -0.866560, 3.039573)
N (3.491057, 3.008348, -3.471226)
C (3.189860, 1.714819, -3.140365)
C (2.401982, 1.425126, -2.014189)
N (2.071203, 0.180397, -1.715473)
C (2.503397, -0.805794, -2.520141)
C (3.281905, -0.491341, -3.616457)
N (3.634303, 0.751381, -3.935571)
H (3.400478, 3.726276, -2.775658)
H (4.214811, 3.130805, -4.158702)
H (2.048118, 2.209769, -1.359808)
H (2.199719, -1.810479, -2.271520)
H (3.634689, -1.282417, -4.266583)

Cartesian forces (eV/Å) of the 2 atoms listed first:
-0.413 -0.204 0.065
0.028 0.030 0.054

## Properties
multiplicity	2
HOMO energy (alpha / beta)	-8.232 / -8.147	eV
F_max	0.0091	Eh/bohr
relative energy (zero: lowest compared OMol25 entry of this formula, charge and spin)	0.00	kJ/mol
charge	0

Molecular formula: C24H23N5OS
Method: DFT, ωB97M-V with the def2-TZVPD basis set

Positions of all 54 atoms, in Å:
C (7.223560, -2.420797, -0.316426)
C (6.672628, -1.038165, -0.133689)
C (7.537175, 0.039056, 0.027023)
C (7.024170, 1.311046, 0.191672)
C (5.659657, 1.530801, 0.209160)
C (4.772012, 0.463787, 0.049918)
N (3.404327, 0.653113, 0.034752)
C (2.829382, 1.973027, -0.062765)
C (1.400372, 1.880566, -0.588279)
N (0.593496, 1.097616, 0.320088)
C (-0.730818, 1.131463, 0.314716)
N (-1.480687, 0.416223, 1.073740)
C (-2.821496, 0.618716, 0.905554)
O (-3.682795, 0.101347, 1.577424)
C (-3.097857, 1.617493, -0.183884)
C (-4.284491, 2.075746, -0.616480)
C (-5.581123, 1.573454, -0.250661)
C (-6.728000, 2.364774, -0.009798)
N (-7.753633, 1.624865, 0.343520)
N (-7.315501, 0.367667, 0.322054)
C (-6.015777, 0.264133, -0.030195)
C (-5.346009, -1.012721, -0.205350)
C (-4.447774, -1.196254, -1.255225)
C (-3.799510, -2.405008, -1.414990)
C (-4.041825, -3.447486, -0.535149)
C (-4.941947, -3.276582, 0.502765)
C (-5.595182, -2.069980, 0.666828)
S (-1.575843, 2.245964, -0.795521)
C (1.299879, 0.163908, 1.172324)
C (2.495869, -0.406775, 0.416105)
C (5.306854, -0.817196, -0.126611)
H (6.430833, -3.135645, -0.522428)
H (7.934840, -2.440375, -1.140650)
H (7.750158, -2.737627, 0.583479)
H (8.604635, -0.122517, 0.019940)
H (7.694404, 2.148889, 0.319145)
H (5.293999, 2.533363, 0.363321)
H (3.417952, 2.563401, -0.769717)
H (2.826456, 2.499223, 0.905268)
H (1.404124, 1.418053, -1.583833)
H (0.971154, 2.882584, -0.682572)
H (-4.293086, 2.924980, -1.291177)
H (-6.812217, 3.432119, -0.058546)
H (-7.944017, -0.389431, 0.540726)
H (-4.265162, -0.386105, -1.946457)
H (-3.101614, -2.535747, -2.229628)
H (-3.527432, -4.389331, -0.657371)
H (-5.130149, -4.085954, 1.192838)
H (-6.269631, -1.930372, 1.498367)
H (0.602203, -0.623421, 1.460987)
H (1.640301, 0.674026, 2.080769)
H (2.133802, -0.950625, -0.469309)
H (3.013236, -1.116899, 1.066697)
H (4.646113, -1.656416, -0.282463)

Cartesian forces (eV/Å) of the 2 atoms listed first:
0.001 0.017 0.010
0.007 0.069 0.031

## Properties
HOMO energy	-7.902	eV
F_max	0.0227	Eh/bohr
relative energy (zero: lowest compared OMol25 entry of this formula, charge and spin)	93.54	kJ/mol
SMILES	Cc1cccc(N2CCN(C3=NC(=O)/C(=C\c4cn[nH]c4-c4ccccc4)S3)CC2)c1
charge	0